C40H40F10MoN9O2P as an isolated structure at a distorted geometry. Source: the OMol25 dataset; level of theory: ωB97M-V/def2-TZVPD.

Geometry as XYZ:
```
103
Properties=species:S:1:pos:R:3:mulliken_charge:R:1
Mo 0.146 0.194 -0.311 -1.17
C 2.525 -0.696 2.261 -1.91
N 1.988 0.421 1.481 1.45
C 3.088 1.045 0.722 -0.84
C 3.070 0.456 -0.667 -1.57
N 1.791 0.774 -1.351 1.26
C 1.974 1.652 -2.463 0.18
C 2.733 2.816 -2.366 -0.04
F 3.251 3.173 -1.183 -0.38
C 2.934 3.689 -3.415 0.10
F 3.660 4.780 -3.228 -0.30
C 2.355 3.444 -4.641 0.73
F 2.516 4.284 -5.643 -0.29
C 1.597 2.303 -4.791 0.23
F 1.027 2.025 -5.954 -0.31
C 1.434 1.438 -3.730 -0.41
F 0.717 0.341 -3.976 -0.44
C 1.323 1.337 2.424 -2.13
C 0.536 2.394 1.717 -1.01
N -0.506 1.777 0.876 1.93
C -1.711 2.485 0.794 0.08
C -1.848 3.871 0.952 0.50
F -0.765 4.649 1.096 -0.39
C -3.060 4.529 0.858 0.14
F -3.096 5.846 1.005 -0.31
C -4.215 3.844 0.552 0.77
F -5.368 4.478 0.417 -0.31
C -4.126 2.484 0.360 -0.42
F -5.201 1.773 0.038 -0.32
C -2.912 1.851 0.499 -0.96
F -2.899 0.523 0.319 0.23
H 3.136 -0.319 3.085 0.52
H 1.712 -1.281 2.684 0.33
H 3.172 -1.324 1.643 0.60
H 2.947 2.116 0.671 0.53
H 4.055 0.860 1.198 0.42
H 3.920 0.811 -1.240 0.64
H 3.175 -0.629 -0.597 0.53
H 0.633 0.742 3.016 0.50
H 2.053 1.801 3.095 0.53
H 0.081 3.003 2.491 0.70
H 1.189 3.052 1.138 0.45
N -2.000 -0.242 -2.717 0.33
P -1.478 -1.337 -1.527 3.94
C -3.059 -2.048 -0.971 1.30
C -3.404 -2.142 0.372 -0.20
C -4.646 -2.648 0.736 -1.12
C -5.538 -3.070 -0.237 -0.74
C -5.190 -2.991 -1.583 -0.96
C -3.957 -2.480 -1.951 -0.96
C -0.703 -2.717 -2.459 0.83
C 0.514 -2.502 -3.114 -0.25
C 1.152 -3.534 -3.786 -0.93
C 0.608 -4.813 -3.777 -0.79
C -0.565 -5.054 -3.076 -0.57
C -1.220 -4.016 -2.424 -1.70
C -1.786 1.108 -2.603 -0.68
C -2.562 2.006 -3.339 -1.31
C -2.302 3.350 -3.248 -1.10
C -1.246 3.786 -2.440 -1.00
C -0.545 2.855 -1.736 -1.22
N -0.808 1.522 -1.775 2.60
H -2.722 -0.514 -3.359 0.50
H -2.719 -1.800 1.139 0.50
H -4.919 -2.698 1.784 0.51
H -6.506 -3.465 0.049 0.44
H -5.880 -3.333 -2.345 0.46
H -3.697 -2.453 -3.004 0.39
H 0.977 -1.528 -3.089 0.31
H 2.077 -3.338 -4.316 0.52
H 1.101 -5.619 -4.309 0.44
H -0.980 -6.055 -3.036 0.48
H -2.135 -4.233 -1.889 0.36
H -3.359 1.626 -3.967 0.58
H -2.908 4.062 -3.797 0.53
H -0.989 4.834 -2.355 0.67
H 0.276 3.155 -1.103 0.46
N 0.939 -2.053 -0.368 0.34
C 0.050 -2.916 0.440 1.94
C 0.416 -4.386 0.626 -1.41
C 1.852 -4.761 1.007 -0.79
C 2.285 -4.337 2.414 -0.65
N 1.282 -4.645 3.431 0.16
C 1.328 -5.600 4.337 0.80
N 0.413 -5.616 5.313 -0.34
N 2.264 -6.553 4.307 -0.35
C -0.323 -2.109 1.683 -0.24
O -0.423 -2.611 2.803 -0.98
O -0.512 -0.867 1.413 -0.52
H 1.017 -2.415 -1.314 0.02
H 1.868 -2.045 0.024 0.24
H -0.891 -2.945 -0.102 -1.45
H 0.189 -4.888 -0.318 0.44
H -0.271 -4.798 1.370 0.50
H 2.568 -4.353 0.287 0.36
H 1.925 -5.849 0.929 0.46
H 2.441 -3.262 2.452 -0.61
H 3.238 -4.797 2.672 0.52
H 0.485 -4.000 3.412 0.34
H -0.257 -4.871 5.390 0.18
H 0.412 -6.325 6.023 0.19
H 2.883 -6.650 3.525 0.18
H 2.315 -7.252 5.027 0.21
```

Its maximum force is 0.0278 Eh/bohr. As for the net charge: +2. As for the LUMO energy (alpha / beta): -5.1 / -5.7 eV. The multiplicity is 3. For the electronic energy, the calculation gives -97942.794 eV. As for the energy above the lowest of the compared OMol25 structures with the same formula, charge and spin: 0.0 kcal per mole.